*A*
Entry from the Open Molecules 2025 dataset: the ion C3H2NO3 with charge -1 (the ωB97M-V functional and the def2-TZVPD basis).

```
9
Properties=species:S:1:pos:R:3
O -1.65 0.83 0.84
C -0.65 1.31 0.37
O -0.27 2.42 0.04
C 0.48 0.21 0.02
N 0.11 -1.19 0.37
C 0.24 -0.97 -0.89
O 0.11 -1.53 -1.95
H 1.45 0.66 -0.01
H 0.18 -1.75 1.19
```

Its HOMO energy is -4.108 eV. The lowest unoccupied orbital energy comes out at 4.023 eV. The total charge is -1. As for the multiplicity: 1. As for the SMILES: O=C([O-])[C@H]1NC1=O. The HOMO-LUMO gap comes out at 8.13 eV.

Atomic partial charges in e from the natural (NBO) method, atoms 1 to 2: number 1, O, carries -0.74; number 2, C, carries 0.76


*B*
Entry from the Open Molecules 2025 dataset: a cluster of 2 separate species, C3H2NO3 in total (the ωB97M-V functional and the def2-TZVPD basis).

```
9
Properties=species:S:1:pos:R:3
C 1.44 -1.99 -0.46
C -1.02 0.86 0.38
C -0.30 1.69 -0.40
N 0.56 -1.73 0.25
O -1.32 -0.21 0.92
O 2.31 -2.17 -1.25
O -1.73 2.05 0.15
H 0.38 2.49 -0.16
H -0.32 -0.98 0.57
```

Its HOMO energy is -3.227 eV. The lowest unoccupied orbital energy comes out at 3.965 eV. The total charge is -1. As for the multiplicity: 1. The HOMO-LUMO gap comes out at 7.19 eV.

Atomic partial charges in e from the natural (NBO) method, atoms 1 to 2: number 1, C, carries 0.78; number 2, C, carries 0.67


*C*
Entry from the Open Molecules 2025 dataset: the ion C3H2NO3 with charge -1 (the ωB97M-V functional and the def2-TZVPD basis).

```
9
Properties=species:S:1:pos:R:3
O 2.04 2.32 1.30
C 1.23 2.45 2.14
O 0.96 3.15 3.09
O 0.09 1.38 2.00
C -0.33 0.85 0.94
C -0.60 0.70 -0.32
N -0.59 -0.52 0.60
H -0.64 0.81 -1.42
H 0.44 -0.99 0.58
```

Its HOMO energy is -3.526 eV. The lowest unoccupied orbital energy comes out at 4.298 eV. The total charge is -1. As for the multiplicity: 1. As for the SMILES: O=C([O-])OC1=CN1. The HOMO-LUMO gap comes out at 7.82 eV.

Atomic partial charges in e from the natural (NBO) method, atoms 1 to 2: number 1, O, carries -0.69; number 2, C, carries 0.98


Short version: *A* is the most stable of them.


*A*
Entry from the Open Molecules 2025 dataset: a cluster of 2 separate species, C3H8NS in total (the ωB97M-V functional and the def2-TZVPD basis).

```
13
Properties=species:S:1:pos:R:3
C 1.35 -2.07 -1.22
S 1.90 -0.31 -1.20
H 0.36 -2.15 -0.75
H 2.07 -2.69 -0.68
H 1.25 -2.43 -2.24
C -1.35 0.63 1.48
C -0.12 2.00 0.03
N -0.38 1.70 1.23
H -0.95 -0.37 1.64
H -2.03 1.01 2.24
H -1.95 0.53 0.57
H -0.04 3.00 -0.39
H -0.09 1.16 -0.69
```

Its HOMO energy is -2.229 eV. The lowest unoccupied orbital energy comes out at 3.984 eV. The total charge is -1. As for the multiplicity: 1. The HOMO-LUMO gap comes out at 6.21 eV.

Atomic partial charges in e from the natural (NBO) method, atoms 1 to 2: number 1, C, carries -0.73; number 2, S, carries -0.73


*B*
Entry from the Open Molecules 2025 dataset: a cluster of 2 separate species, C3H8NS in total (the ωB97M-V functional and the def2-TZVPD basis).

```
13
Properties=species:S:1:pos:R:3
C 1.81 1.27 -0.06
C 1.29 -0.15 0.15
S 0.28 -0.30 1.66
H 2.44 1.56 0.78
H 0.95 1.95 -0.09
H 2.40 1.39 -0.98
H 2.14 -0.84 0.19
H 0.69 -0.45 -0.71
C -2.66 -0.68 -0.40
N -2.15 -1.79 -0.08
H -3.48 -0.63 -1.12
H -2.30 0.26 0.03
H -1.41 -1.59 0.62
```

Its HOMO energy is -2.597 eV. The lowest unoccupied orbital energy comes out at 4.236 eV. The total charge is -1. As for the multiplicity: 1. The HOMO-LUMO gap comes out at 6.83 eV.

Atomic partial charges in e from the natural (NBO) method, atoms 1 to 2: number 1, C, carries -0.61; number 2, C, carries -0.52


Short version: *B* is the most stable of them.